Molecular formula: C16H10F6NO2S
Method: DFT, wB97M-V/def2-TZVPD

Computed properties:
multiplicity	1
frontier orbital gap	0.1978	Ha
HOMO	-3.685	eV
max |F|	3.16	eV/Å
total charge	-1

Positions of all 36 atoms, in Å:
C: 0.66476 0.63026 1.75756
C: 1.65454 -0.28014 1.50614
N: 2.97687 0.16076 1.55798
O: 3.95224 -0.61883 1.43706
O: 3.11226 1.40481 1.74090
C: -0.75909 0.36412 1.68856
C: -1.69802 1.42937 1.68352
C: -3.06357 1.17511 1.63332
C: -3.53404 -0.14968 1.60584
C: -2.62385 -1.21347 1.60997
C: -1.25320 -0.96050 1.64135
H: 0.95372 1.65568 1.98511
H: 1.46915 -1.32939 1.27733
H: -1.31782 2.45214 1.70667
H: -3.77390 2.00265 1.60732
H: -4.60403 -0.34956 1.56694
H: -2.97361 -2.24658 1.57960
H: -0.53743 -1.78372 1.65748
F: 0.24469 4.95279 5.11500
C: -0.57377 4.57955 6.14565
F: 0.03810 4.97485 7.31023
F: -1.72654 5.30581 6.03331
C: -0.82797 3.09650 6.13515
C: -2.02816 2.61332 6.65376
C: -2.24387 1.23635 6.64227
C: -3.53921 0.71652 7.21058
F: -3.92323 -0.44806 6.60701
F: -3.42950 0.45894 8.55577
F: -4.56617 1.60927 7.05988
C: -1.29222 0.35464 6.15594
C: -0.08732 0.83892 5.56020
S: 0.99421 -0.13788 4.75941
C: 0.14203 2.24548 5.63801
H: -2.77991 3.29124 7.03648
H: -1.47444 -0.71329 6.18377
H: 1.07404 2.64571 5.25446

Force components x, y, z for each atom (eV/Å):
1.1 -0.7 -0.2
-2.2 0.2 -0.3
2.3 2.1 0.4
-2.0 1.0 0.1
0.6 -2.2 -0.4
-1.3 -0.5 0.0
0.7 -0.5 0.0
-0.1 -0.5 -0.1
0.4 0.3 -0.1
0.2 0.2 -0.1
0.0 0.5 0.1
0.0 -0.4 -0.1
0.4 0.4 0.1
-0.2 -0.2 0.1
0.2 -0.2 0.1
0.2 0.1 0.1
0.0 0.3 0.0
-0.3 0.2 0.1
-0.6 0.1 0.8
0.2 -0.1 0.0
-0.4 0.1 -0.9
0.9 -0.2 0.1
-0.1 0.0 0.1
-0.1 0.1 -0.1
0.0 0.2 0.1
0.2 -0.1 -0.1
0.0 0.8 0.6
-0.4 0.1 -0.9
0.5 -0.8 0.2
0.2 0.4 -0.2
-1.0 1.0 0.9
1.0 -1.1 -0.6
-0.5 -0.2 0.0
0.0 -0.1 -0.1
0.0 0.1 -0.1
-0.1 -0.1 0.0